DFT (ωB97M-V/def2-TZVPD) results for a gas-phase ion, C4H7N2 (charge +1).

The SMILES is C/[NH+]=C/CC#N. The value obtained for the orbital gap is 10.250 eV. The spin multiplicity is 1. Its net charge is +1. The max |F| comes out at 5.83 eV/A.

XYZ file:
```
13
Properties=species:S:1:pos:R:3:nbo_charge:R:1
C 1.521 0.286 0.598 -0.6311
C 2.627 0.316 -0.226 0.2227
C 0.237 0.279 -0.106 0.3295
C -2.184 -0.318 -0.431 -0.4414
N 3.408 0.299 -1.066 -0.1795
N -0.914 -0.292 0.201 -0.3929
H 1.671 1.131 1.237 0.3316
H 1.740 -0.505 1.367 0.3028
H 0.305 0.928 -0.989 0.2447
H -2.031 -0.189 -1.477 0.2454
H -2.541 -1.387 -0.199 0.2519
H -2.985 0.359 -0.013 0.2722
H -0.853 -0.906 1.106 0.4442
```